# 1
The following is a DFT calculation (the ωB97M-V functional and the def2-TZVPD basis) of C10H10BF2IrN2O5S as an isolated structure in a non-equilibrium geometry.

XYZ file:
```
32
Properties=species:S:1:pos:R:3:forces:R:3
Ir 1.143 0.272 -0.125 -0.46 -1.09 0.81
N 3.072 -0.150 -0.677 -0.05 0.64 -0.86
C 4.041 -0.558 0.386 0.32 -0.01 0.26
C 3.809 0.221 1.676 -0.44 -0.15 0.07
C 2.629 -0.422 2.372 -0.05 -0.20 -0.33
O 2.590 -0.873 3.470 0.12 0.14 0.04
O 1.563 -0.588 1.534 0.23 0.41 0.55
H 2.998 -0.867 -1.396 0.23 -0.03 -0.07
H 3.444 0.683 -1.129 0.12 -0.10 -0.16
H 5.050 -0.378 0.017 -0.07 0.03 -0.17
H 3.934 -1.630 0.537 -0.05 0.00 0.09
H 3.548 1.258 1.453 0.22 0.07 0.00
H 4.676 0.205 2.329 0.05 -0.05 -0.03
F 2.550 2.831 -0.101 -0.07 0.05 -0.11
B 1.376 2.291 -0.398 0.09 0.15 0.19
F 0.400 3.023 -0.862 0.00 -0.01 0.03
O -0.179 0.197 -2.099 0.31 0.35 0.15
C -0.977 -0.424 -1.375 -0.07 -0.12 0.35
N -0.405 -1.082 -0.315 -0.25 -0.65 -0.10
S -1.347 -0.743 1.026 -0.42 -0.29 -0.33
O -0.764 0.568 1.322 0.26 0.74 -0.04
O -1.412 -1.743 2.021 -0.11 0.07 -0.03
C -2.818 -0.521 0.081 0.06 -0.06 -0.22
C -4.126 -0.448 0.498 0.04 -0.04 0.01
C -5.083 -0.193 -0.483 -0.01 0.01 -0.03
C -4.727 -0.013 -1.815 -0.02 0.01 0.04
C -3.399 -0.083 -2.223 0.00 -0.01 0.02
C -2.447 -0.353 -1.260 0.03 0.09 -0.09
H -4.399 -0.583 1.536 0.00 0.01 -0.01
H -6.125 -0.130 -0.197 0.00 0.00 -0.01
H -5.498 0.187 -2.546 0.01 -0.01 0.00
H -3.116 0.046 -3.258 -0.02 0.02 0.00
```
Forces are in eV/Å.

The expectation value of S² is 0.755. The energy above the lowest of the compared OMol25 structures with the same formula, charge and spin is 44.8 kcal per mole. As for the net charge: +1. Its largest force on an atom is 1.43 eV Å⁻¹. Its spin multiplicity is 2. The calculation puts the molar mass at 511.3 g/mol. Its frontier orbital gap (alpha / beta) is 8.491 / 7.200 eV. The calculation puts the LUMO energy (alpha / beta) at -4.62 / -6.20 eV.


# 2
The following is a DFT calculation (the ωB97M-V functional and the def2-TZVPD basis) of a 3-piece molecular cluster, C35H59BN4O6P overall in a non-equilibrium geometry.

XYZ file:
```
106
Properties=species:S:1:pos:R:3:forces:R:3
C 1.110 2.287 -3.381 2.08 -5.57 3.49
C 1.474 1.113 -2.901 -1.12 5.44 -1.65
C 2.034 -0.213 -2.168 -1.05 0.53 -0.71
C 3.035 -1.089 -3.083 0.23 0.27 -0.39
C 4.169 -1.901 -2.212 -0.90 -0.30 -1.85
N 4.900 -1.009 -1.241 1.64 2.83 1.75
C 5.321 0.298 -1.804 1.61 1.29 3.49
C 6.081 1.407 -0.940 -1.59 -3.71 1.51
C 6.503 2.810 -1.629 -0.19 -1.72 -1.38
N 7.922 2.615 -2.130 -0.63 0.70 0.83
C 6.364 1.029 0.560 -0.67 -1.75 -2.21
C 7.092 2.151 1.489 -3.08 1.64 3.58
O 6.326 2.724 2.340 4.02 -2.81 -4.34
O 8.497 2.432 1.388 -3.41 1.03 -1.02
B 8.762 3.777 0.898 0.54 1.90 -0.61
N 10.123 4.084 0.293 -1.49 -0.99 0.90
O 7.834 4.892 0.975 0.72 -2.67 -1.08
C 5.914 -0.397 1.156 -0.08 0.81 -4.91
P 6.331 -0.640 2.980 0.00 0.03 1.25
C 8.260 -0.568 3.031 0.06 0.63 0.19
O 5.954 -2.188 3.598 0.07 1.03 -0.84
C 5.189 -1.390 0.170 0.67 1.90 0.06
C 4.766 -2.858 0.752 0.67 0.38 -0.21
C 3.456 -2.826 1.690 -0.79 -0.19 -0.51
C 2.143 -2.200 0.933 -0.12 -0.65 1.25
C 0.917 -3.244 1.060 -0.70 0.26 0.17
C -0.539 -2.481 1.022 0.83 -0.17 -1.13
C -0.970 -2.341 -0.545 -1.20 -0.60 0.23
C -2.440 -3.064 -0.673 1.13 0.63 0.37
C -3.525 -2.134 0.092 0.09 -0.43 -1.06
C -4.364 -1.319 -1.036 -0.49 0.03 0.94
C -5.944 -1.560 -0.771 -0.50 1.15 -0.41
C -6.693 -0.153 -0.372 -0.31 -1.05 -0.65
C -8.255 -0.566 -0.100 1.54 -0.22 -0.10
N -9.130 0.608 0.202 -2.82 3.22 1.14
C -9.359 1.189 1.545 -1.90 2.29 -0.78
C -10.330 2.439 1.540 2.43 -4.05 -4.43
C -10.674 2.560 -0.008 2.43 -3.08 1.43
C -9.926 1.397 -0.753 -1.10 2.29 2.70
H 0.848 3.410 -3.495 0.56 -2.74 -0.05
H 2.532 0.116 -1.177 -0.86 -0.40 -1.68
H 1.126 -0.905 -1.919 1.58 1.48 -0.27
H 3.526 -0.424 -3.909 -0.83 -1.21 1.63
H 2.415 -1.883 -3.651 1.13 1.23 0.96
H 4.951 -2.306 -2.972 -1.37 0.53 1.49
H 3.598 -2.768 -1.726 1.35 1.45 -0.33
H 5.139 0.595 -2.909 0.02 -1.11 2.16
H 6.396 3.713 -0.928 0.12 -1.60 -1.04
H 5.837 2.904 -2.581 0.59 0.22 2.06
H 8.393 3.525 -2.260 -0.49 -0.84 -0.27
H 7.943 2.041 -2.985 0.01 0.75 0.65
H 10.314 3.482 -0.525 0.23 0.19 0.97
H 10.814 3.938 1.052 -0.16 0.04 -1.04
H 7.842 5.419 0.139 0.59 -0.37 1.26
H 8.729 -1.515 3.480 -0.80 1.31 -0.98
H 8.489 0.312 3.761 -0.45 -1.59 -1.30
H 8.662 -0.270 1.996 -0.41 -0.74 1.60
H 5.143 -2.158 4.161 0.99 0.28 -0.68
H 4.570 -3.633 -0.080 0.34 1.54 1.10
H 5.729 -3.242 1.291 -1.91 0.79 -0.73
H 3.183 -3.931 1.943 0.78 1.97 -0.31
H 3.565 -2.235 2.668 0.20 -1.02 -1.57
H 2.365 -1.994 -0.174 -0.46 -0.07 1.80
H 1.832 -1.241 1.523 0.66 -1.50 -1.47
H 1.003 -3.996 0.181 -0.34 1.16 1.46
H 0.950 -3.880 2.027 0.30 1.24 -1.42
H -1.340 -3.110 1.561 1.38 1.01 -0.77
H -0.489 -1.429 1.517 0.07 -1.95 -0.71
H -0.246 -2.927 -1.234 -0.94 1.14 1.14
H -1.053 -1.228 -0.888 0.17 -2.01 0.55
H -2.682 -3.238 -1.791 0.11 0.40 1.93
H -2.369 -4.099 -0.169 -0.01 1.56 -0.80
H -4.179 -2.837 0.736 0.77 1.35 -1.18
H -3.060 -1.359 0.807 -0.38 -1.42 -1.09
H -4.039 -1.587 -2.122 -0.67 0.25 2.06
H -4.140 -0.195 -0.907 -0.40 -1.68 -0.25
H -6.176 -2.299 0.086 0.67 1.03 -1.46
H -6.433 -1.968 -1.735 0.65 0.61 1.59
H -6.612 0.580 -1.277 -0.20 -1.18 1.74
H -6.186 0.305 0.564 -0.98 -0.69 -1.55
H -8.241 -1.313 0.779 -0.33 1.32 -1.32
H -8.597 -1.170 -1.032 0.18 1.33 1.63
H -8.867 0.758 2.493 -0.77 0.57 -2.01
H -10.695 3.071 2.427 0.81 -1.30 -1.69
H -11.370 3.371 -0.463 1.51 -1.87 0.72
H -9.979 1.186 -1.894 0.33 0.22 2.47
C 2.663 6.677 -0.076 0.12 0.22 -0.36
C 2.804 5.360 -0.791 0.22 0.05 -0.82
O 3.143 5.306 -1.962 -0.14 -0.06 0.70
C 2.509 4.110 -0.005 0.12 -0.31 -0.28
H 2.907 7.490 -0.765 -0.04 -0.15 0.09
H 1.634 6.806 0.267 0.11 -0.04 0.20
H 3.353 6.717 0.770 -0.21 -0.03 0.11
H 1.474 4.124 0.342 0.12 0.02 0.19
H 3.193 4.035 0.844 -0.19 0.07 0.14
H 2.652 3.237 -0.648 -0.06 0.13 0.03
C -11.161 -2.235 1.656 0.40 0.08 0.02
C -10.796 -3.435 0.822 0.81 -0.15 -0.17
O -9.635 -3.678 0.534 -0.68 0.17 0.17
C -11.919 -4.323 0.357 0.26 -0.29 -0.23
H -10.253 -1.687 1.920 -0.18 -0.07 -0.05
H -11.817 -1.572 1.086 -0.11 -0.04 0.16
H -11.654 -2.558 2.575 -0.17 0.08 -0.12
H -12.608 -3.752 -0.270 -0.12 -0.02 0.19
H -12.446 -4.738 1.219 -0.15 0.15 -0.08
H -11.509 -5.146 -0.233 -0.04 0.14 0.10
```
Forces are in eV/Å.

As for the net charge: +1. Its largest force on an atom is 6.89 eV Å⁻¹. Its spin multiplicity is 1. The calculation puts the molar mass at 673.7 g/mol. Its frontier orbital gap is 4.290 eV. The calculation puts the LUMO energy at -4.44 eV.


# 3
The following is a DFT calculation (the ωB97M-V functional and the def2-TZVPD basis) of a 13-piece molecular cluster, C40H80Cl8O24 overall in a non-equilibrium geometry.

XYZ file:
```
152
Properties=species:S:1:pos:R:3:forces:R:3
C -11.310 -6.942 -2.935 0.00 0.57 -1.16
Cl -12.815 -6.795 -2.070 -0.31 -0.44 0.59
Cl -10.254 -5.593 -2.478 0.56 -0.65 0.21
H -10.875 -7.938 -2.853 0.17 0.31 0.52
H -11.521 -6.755 -3.987 -0.06 -0.15 0.07
C -14.671 -11.607 2.082 0.08 -0.13 -0.38
Cl -15.907 -10.335 2.417 0.73 -0.80 -0.04
Cl -14.822 -12.259 0.415 -0.02 0.27 0.45
H -13.666 -11.199 2.186 -0.33 0.26 -0.13
H -14.747 -12.471 2.743 -0.49 0.39 0.07
C -16.850 -11.129 -8.470 0.12 -0.30 -1.26
Cl -16.676 -9.505 -9.200 -0.02 0.13 0.15
Cl -16.797 -12.360 -9.800 -0.03 0.45 0.70
H -15.963 -11.272 -7.853 -0.54 -0.11 0.20
H -17.846 -11.180 -8.030 0.47 -0.17 0.28
C -12.740 -9.149 -8.158 1.51 1.08 0.73
Cl -12.833 -10.727 -8.921 -0.28 0.24 0.23
Cl -12.891 -7.768 -9.261 -0.75 -0.06 -0.25
H -13.325 -9.012 -7.248 -0.79 -0.39 -0.58
H -11.731 -8.932 -7.807 0.16 -0.91 -0.06
C -21.921 -12.624 -4.728 -0.25 0.52 -0.38
C -22.430 -12.290 -6.110 -0.28 -1.41 -0.15
O -21.437 -11.429 -6.629 1.17 1.58 -1.82
C -21.649 -10.820 -7.821 -3.87 -0.11 -1.07
O -22.742 -10.837 -8.440 3.82 -0.03 1.74
O -20.550 -10.125 -8.164 -0.27 0.33 0.39
C -20.374 -9.573 -9.470 0.37 -1.13 -2.11
H -20.870 -12.909 -4.786 0.05 0.25 0.05
H -22.429 -13.470 -4.265 -0.34 0.43 0.11
H -22.067 -11.650 -4.261 0.35 -0.44 1.16
H -23.401 -11.795 -6.125 0.02 -0.13 0.02
H -22.453 -13.203 -6.705 -0.26 0.14 -0.39
H -19.919 -8.585 -9.539 0.09 -0.22 0.97
H -21.148 -9.553 -10.237 -1.36 0.04 1.15
H -19.753 -10.283 -10.015 0.84 0.14 0.35
C -19.586 -9.197 -4.667 0.41 -0.40 0.64
C -18.154 -9.627 -5.093 -0.91 0.66 -0.63
O -17.271 -9.751 -3.982 -0.49 -0.27 0.35
C -15.940 -9.903 -4.110 1.04 0.90 0.92
O -15.262 -9.758 -5.107 -0.95 -0.54 0.80
O -15.483 -10.086 -2.828 -0.78 0.01 -1.63
C -14.072 -10.239 -2.642 0.35 -0.41 -0.16
H -19.557 -8.118 -4.517 -0.18 -0.11 0.43
H -19.958 -9.701 -3.775 0.29 0.10 0.32
H -20.384 -9.406 -5.380 0.54 -0.17 -0.61
H -17.885 -8.753 -5.688 0.88 -0.42 -0.50
H -18.178 -10.543 -5.683 0.18 0.03 0.00
H -13.537 -9.411 -3.108 0.00 -0.08 0.14
H -13.737 -11.190 -3.054 -0.01 0.06 -0.24
H -13.884 -10.313 -1.571 -0.18 0.37 -0.15
C -17.919 -10.202 -0.877 -0.23 -0.54 0.97
C -18.878 -9.036 -0.920 1.68 0.99 -1.09
O -20.162 -9.508 -0.838 -1.76 -2.46 0.54
C -21.235 -8.785 -0.915 -0.98 2.93 0.74
O -21.271 -7.533 -0.915 -0.15 -2.98 -0.45
O -22.287 -9.633 -0.913 -0.59 0.80 -0.10
C -23.630 -9.050 -0.752 0.60 0.02 -0.45
H -16.874 -9.894 -0.826 -0.21 0.10 -0.39
H -18.095 -10.940 -1.660 0.17 0.37 -0.30
H -18.087 -10.758 0.045 -0.08 0.04 0.23
H -18.861 -8.579 -1.909 0.73 0.62 0.05
H -18.668 -8.314 -0.131 -0.04 0.13 -0.08
H -23.739 -8.187 -1.410 0.17 0.20 0.38
H -23.806 -8.811 0.297 0.14 0.14 -0.16
H -24.377 -9.767 -1.092 0.46 -0.36 0.13
C -18.465 -14.135 -2.599 -0.08 -0.21 0.15
C -18.103 -13.882 -4.068 0.96 -0.31 1.62
O -18.893 -14.731 -4.856 -1.15 0.18 -3.77
C -18.868 -14.625 -6.283 2.74 -0.19 0.50
O -18.248 -13.810 -6.961 -1.67 -0.49 1.79
O -19.346 -15.762 -6.781 -1.00 -0.51 2.23
C -19.913 -15.828 -8.058 -0.12 1.10 -1.57
H -17.725 -14.766 -2.107 0.27 0.44 0.10
H -19.379 -14.701 -2.419 -0.32 0.31 -0.50
H -18.561 -13.143 -2.158 0.10 -0.36 0.63
H -17.058 -14.177 -4.158 0.12 0.21 -0.49
H -18.169 -12.797 -4.157 -0.42 -0.05 -1.19
H -20.721 -15.103 -8.157 0.21 0.44 -0.02
H -20.424 -16.754 -8.320 0.66 -0.45 0.85
H -19.119 -15.623 -8.776 -0.26 0.02 -0.29
C -26.637 -3.677 -5.807 0.28 -0.83 -0.72
C -26.613 -5.179 -5.382 -0.18 1.46 0.76
O -25.228 -5.547 -5.237 0.90 -1.53 0.02
C -24.890 -6.791 -4.765 -6.04 -1.52 -0.39
O -25.708 -7.749 -4.562 3.21 3.65 -0.68
O -23.620 -6.803 -4.580 1.08 2.30 -0.16
C -23.006 -7.959 -4.200 1.13 -1.92 0.87
H -25.929 -3.022 -5.299 -0.17 -0.28 0.41
H -27.635 -3.238 -5.806 -0.06 -0.24 0.46
H -26.356 -3.639 -6.859 0.18 -0.03 -0.12
H -27.166 -5.743 -6.134 0.35 -0.40 0.19
H -27.028 -5.322 -4.384 -0.46 -0.04 -0.22
H -22.345 -8.233 -5.022 -0.30 -0.76 -0.11
H -23.761 -8.679 -3.883 0.27 -0.41 -0.51
H -22.345 -7.807 -3.347 -0.09 0.47 0.20
C -14.625 -13.318 -6.046 0.30 -0.75 1.38
C -14.018 -14.685 -6.334 0.64 -0.32 -0.18
O -13.831 -15.560 -5.136 -0.93 1.82 -0.80
C -13.566 -16.837 -5.253 1.45 -3.41 -2.10
O -13.133 -17.538 -6.215 -1.59 3.41 2.12
O -13.777 -17.400 -4.054 0.07 -0.83 -1.20
C -13.305 -18.794 -3.991 -0.35 0.41 1.91
H -14.246 -13.050 -5.059 -0.39 0.27 0.30
H -15.713 -13.374 -6.064 0.06 0.40 0.04
H -14.203 -12.549 -6.694 -0.25 -0.25 -0.37
H -13.011 -14.461 -6.687 -0.09 -0.71 -0.48
H -14.680 -15.198 -7.032 0.64 -0.33 -0.16
H -12.794 -19.216 -4.857 0.11 0.78 0.21
H -14.110 -19.475 -3.713 -0.49 0.37 -0.35
H -12.749 -18.683 -3.060 0.77 -0.76 -0.35
O -12.389 -3.974 -5.281 -1.23 0.01 2.60
C -12.846 -3.810 -4.142 1.00 1.32 -2.01
O -14.006 -4.304 -3.691 -0.07 0.52 -0.27
C -15.003 -4.767 -4.566 -1.19 -2.21 -0.49
C -15.171 -6.310 -4.370 -0.01 1.41 0.28
C -12.227 -2.921 -3.057 0.36 -1.06 -0.41
H -14.898 -4.638 -5.643 1.01 0.57 0.11
H -15.931 -4.246 -4.331 0.04 0.06 0.44
H -16.113 -6.617 -4.825 0.11 -0.25 -0.24
H -15.216 -6.534 -3.304 -0.04 -0.09 -0.11
H -14.302 -6.803 -4.807 -0.25 -0.23 -0.04
H -11.199 -3.280 -3.009 -0.05 0.34 0.37
H -12.757 -3.079 -2.118 0.23 0.03 -0.05
H -12.186 -1.857 -3.289 -0.31 -0.17 -0.40
O -21.045 -6.381 -7.190 -1.14 -0.40 -0.68
C -20.119 -6.072 -6.477 2.49 1.22 2.44
O -18.858 -6.074 -6.837 -2.34 1.10 2.30
C -18.393 -6.569 -8.033 1.36 -1.46 -3.89
C -18.941 -6.038 -9.360 -0.34 1.12 0.46
C -20.313 -5.590 -4.979 -1.16 -0.64 -0.11
H -18.556 -7.645 -8.089 0.50 -0.16 0.61
H -17.343 -6.282 -7.989 0.10 -0.53 0.04
H -18.895 -4.949 -9.346 -0.44 0.14 -0.04
H -19.937 -6.410 -9.603 -0.38 0.21 0.34
H -18.381 -6.286 -10.261 0.59 -0.52 0.46
H -21.277 -5.860 -4.548 -0.38 -0.08 -0.64
H -20.270 -4.506 -4.871 0.45 0.00 -0.56
H -19.637 -6.132 -4.318 0.66 0.19 -0.56
O -11.383 -10.936 -1.122 2.20 1.79 -0.12
C -10.276 -10.327 -1.068 -6.04 -1.50 2.20
O -9.277 -10.716 -1.724 3.42 0.12 -1.69
C -9.317 -11.766 -2.693 0.15 -2.13 0.26
C -8.723 -13.087 -2.028 0.04 1.75 0.39
C -10.005 -9.251 -0.030 0.46 -0.54 -1.04
H -8.688 -11.431 -3.518 -0.03 -0.03 0.14
H -10.338 -11.932 -3.038 0.05 0.16 0.11
H -7.788 -12.780 -1.559 0.35 -0.04 -0.31
H -8.517 -13.935 -2.681 -0.32 0.30 -0.19
H -9.297 -13.386 -1.151 -0.54 -0.14 -0.37
H -9.091 -9.654 0.406 -0.04 0.48 0.69
H -10.844 -9.128 0.654 0.27 -0.19 -0.14
H -9.749 -8.305 -0.508 0.01 0.06 0.04
```
Forces are in eV/Å.

The expectation value of S² is 0.756. As for the net charge: +1. Its largest force on an atom is 6.61 eV Å⁻¹. Its spin multiplicity is 2. The calculation puts the molar mass at 1228.7 g/mol. Its frontier orbital gap (alpha / beta) is 7.636 / 2.275 eV. The calculation puts the LUMO energy (alpha / beta) at -4.01 / -9.37 eV.